# 1
Formula: C5H6O2
Source: OMol25
Level of theory: ωB97M-V with the def2-TZVPD basis set

Computed properties:
Relative energy (zero: lowest compared OMol25 entry of this formula, charge and spin): 5.3129 eV
M: 98.10 g/mol
E_LUMO (alpha / beta): -0.02088 / -0.00944 hartree
HOMO energy (alpha / beta): -0.3072 / -0.3283 Eh
Net charge: 0

CARTESIAN COORDINATES (ANGSTROEM)
C: 3.0086 -0.3823 -0.1074
C: 1.7429 0.1572 -0.4879
C: 0.5348 -0.3750 -0.1247
C: -2.0282 -0.4897 -0.2317
C: -2.4304 0.8275 0.3014
O: 4.0735 0.2011 -0.0741
O: -2.5003 -1.5673 -0.4634
H: 3.0524 -1.5413 0.2118
H: 1.7983 1.1519 -0.8931
H: 0.3869 -1.2929 0.4510
H: -3.4081 0.9742 0.0514
H: -1.8838 1.6570 0.0417
H: -2.3467 0.6797 1.3250

For reference, the Mulliken charges in units of e are: C 0.01; C -0.19; C -0.38; C 0.56; C -0.98; O -0.49; O -0.36; H 0.26; H 0.31; H 0.23; H 0.39; H 0.35; H 0.31

# 2
Formula: C5H6O2
Source: OMol25
Level of theory: ωB97M-V with the def2-TZVPD basis set

Computed properties:
Relative energy (zero: lowest compared OMol25 entry of this formula, charge and spin): 2.9935 eV
M: 98.10 g/mol
E_LUMO: 0.03309 hartree
HOMO energy: -0.3527 Eh
Net charge: 0
SMILES string: O=C1CO[C@H]2C[C@@H]12

CARTESIAN COORDINATES (ANGSTROEM)
O: 0.9620 2.1038 0.5660
C: 0.6501 0.9712 0.2386
C: 1.5145 -0.2091 -0.1202
O: 0.6589 -1.1192 -0.8055
C: -0.6761 -0.6474 -0.7784
C: -1.3369 -0.5943 0.5502
C: -0.7506 0.7266 -0.0333
H: 1.9273 -0.6468 0.7970
H: 2.3443 0.0820 -0.7715
H: -1.2117 -0.8826 -1.6908
H: -0.8403 -1.0729 1.3984
H: -2.4248 -0.6480 0.5803
H: -0.8167 1.9366 0.0693

For reference, the Mulliken charges in units of e are: O -0.61; C 0.59; C -0.40; O -0.41; C -0.11; C -0.61; C -0.21; H 0.25; H 0.30; H 0.39; H 0.21; H 0.26; H 0.35

# 3
Formula: C5H6O2
Source: OMol25
Level of theory: ωB97M-V with the def2-TZVPD basis set

Computed properties:
Relative energy (zero: lowest compared OMol25 entry of this formula, charge and spin): 6.2143 eV
M: 98.10 g/mol
E_LUMO (alpha / beta): -0.06192 / -0.06282 hartree
HOMO energy (alpha / beta): -0.3257 / -0.3264 Eh
Net charge: 0

CARTESIAN COORDINATES (ANGSTROEM)
O: -2.3679 -0.1444 -0.2065
C: -1.5894 -0.2529 0.9524
C: 0.7061 -0.4537 -0.6243
C: -0.4530 0.7501 0.8918
O: -0.5130 1.6985 0.1121
C: 2.0147 -0.3475 -0.9787
C: 3.2245 -0.4194 -1.1674
H: -2.2225 0.7678 -0.5138
H: -2.1769 -0.0635 1.8677
H: -1.1665 -1.2588 1.0203
H: -0.0347 -0.4047 -1.4283
H: 0.3067 0.7141 1.6900
H: 4.2649 -0.4895 -1.4001

For reference, the Mulliken charges in units of e are: O -0.51; C -0.46; C -0.68; C 0.13; O -0.58; C -0.02; C 0.09; H 0.35; H 0.29; H 0.32; H 0.24; H 0.44; H 0.39

# 4
Formula: C5H6O2
Source: OMol25
Level of theory: ωB97M-V with the def2-TZVPD basis set

Computed properties:
Relative energy (zero: lowest compared OMol25 entry of this formula, charge and spin): 2.0876 eV
M: 98.10 g/mol
E_LUMO: 0.02889 hartree
HOMO energy: -0.3585 Eh
Net charge: 0
SMILES string: O=C1CC2(CO2)C1

CARTESIAN COORDINATES (ANGSTROEM)
O: 2.0106 -0.3471 -1.9040
C: 1.0583 -0.2792 -1.1788
C: 0.6489 -1.0586 0.0719
C: -0.4714 -0.0340 0.2254
C: -0.8003 0.5776 1.4993
O: -1.7397 -0.2345 0.7904
C: -0.1775 0.6339 -1.1259
H: 1.4130 -1.0623 0.8589
H: 0.3164 -2.0797 -0.1207
H: -0.4097 0.1122 2.4058
H: -0.9824 1.6474 1.5402
H: -0.8645 0.4106 -1.9550
H: -0.0018 1.7137 -1.1075

For reference, the Mulliken charges in units of e are: O -0.55; C 0.36; C -0.54; C 0.61; C -0.44; O -0.51; C -0.51; H 0.30; H 0.27; H 0.24; H 0.24; H 0.25; H 0.30

# 5
Formula: C5H6O2
Source: OMol25
Level of theory: ωB97M-V with the def2-TZVPD basis set

Computed properties:
Relative energy (zero: lowest compared OMol25 entry of this formula, charge and spin): 4.2151 eV
M: 98.10 g/mol
E_LUMO: -0.03969 hartree
HOMO energy: -0.3898 Eh
Net charge: 0

CARTESIAN COORDINATES (ANGSTROEM)
C: -0.2920 -0.3554 -1.7520
C: 0.4846 -0.1144 -0.4711
O: 1.1865 1.0873 -0.6193
C: -0.5026 -0.1310 0.7104
O: 1.0320 0.6875 2.2920
C: -1.7697 -0.4253 0.7854
C: -0.0289 0.1330 2.1037
H: 0.3866 -0.4433 -2.6029
H: -0.9626 0.4924 -1.9209
H: -0.8861 -1.2706 -1.6622
H: 1.1781 -0.9492 -0.2759
H: 1.6429 1.2840 0.2122
H: -0.6574 -0.2157 2.9424

For reference, the Mulliken charges in units of e are: C -1.50; C 0.65; O -0.51; C 0.35; O -0.49; C -0.22; C -0.34; H 0.36; H 0.37; H 0.41; H 0.20; H 0.36; H 0.36

# 6
Formula: C5H6O2
Source: OMol25
Level of theory: ωB97M-V with the def2-TZVPD basis set

Computed properties:
Relative energy (zero: lowest compared OMol25 entry of this formula, charge and spin): 0.5874 eV
M: 98.10 g/mol
E_LUMO: 0.03133 hartree
HOMO energy: -0.3598 Eh
Net charge: 0
SMILES string: C=C1CCC(=O)O1

CARTESIAN COORDINATES (ANGSTROEM)
C: 0.4437 -1.0730 -1.6631
C: 0.6232 -0.2443 -0.6523
C: 0.6190 -0.4445 0.8376
C: -0.5530 0.4997 1.1858
C: -0.7145 1.3447 -0.0778
O: -1.6177 2.0544 -0.4085
O: 0.3736 1.1160 -0.8819
H: 0.1910 -0.6510 -2.6312
H: 0.4587 -2.1467 -1.5351
H: 1.5536 -0.1079 1.3021
H: 0.4481 -1.4892 1.1080
H: -0.3443 1.1790 2.0165
H: -1.4814 -0.0373 1.4001

For reference, the Mulliken charges in units of e are: C -0.84; C 0.43; C -0.40; C -0.34; C 0.42; O -0.52; O -0.34; H 0.27; H 0.26; H 0.22; H 0.31; H 0.26; H 0.26

# 7
Formula: C5H6O2
Source: OMol25
Level of theory: ωB97M-V with the def2-TZVPD basis set

Computed properties:
Relative energy (zero: lowest compared OMol25 entry of this formula, charge and spin): 3.7088 eV
M: 98.10 g/mol
E_LUMO: 0.03017 hartree
HOMO energy: -0.3016 Eh
Net charge: 0

CARTESIAN COORDINATES (ANGSTROEM)
C: -1.3598 -1.3410 -0.0332
C: -0.3837 -0.3613 0.5787
O: 1.0377 -0.6856 -0.2550
C: 1.7809 0.2861 -0.5957
O: 1.6497 1.5007 -0.3043
C: -0.7237 1.0280 0.5358
C: 0.1086 1.9390 0.1958
H: -1.6367 -1.0472 -1.0492
H: -2.2670 -1.3067 0.5797
H: -0.9776 -2.3654 -0.0335
H: -0.0555 -0.6825 1.5700
H: 2.6381 0.0331 -1.2375
H: 0.1889 3.0027 0.0482

For reference, the Mulliken charges in units of e are: C -1.17; C 0.70; O -0.37; C 0.27; O -0.40; C -0.85; C -0.18; H 0.32; H 0.34; H 0.35; H 0.22; H 0.37; H 0.41

# 8
Formula: C5H6O2
Source: OMol25
Level of theory: ωB97M-V with the def2-TZVPD basis set

Computed properties:
Relative energy (zero: lowest compared OMol25 entry of this formula, charge and spin): 4.9286 eV
M: 98.10 g/mol
E_LUMO: 0.02493 hartree
HOMO energy: -0.3214 Eh
Net charge: 0

CARTESIAN COORDINATES (ANGSTROEM)
O: 1.7316 0.3143 1.9256
C: 0.7644 0.2338 1.2672
C: -0.5214 -1.1681 0.6333
C: -0.3910 -0.0744 -0.3080
C: 0.0854 -0.1373 -1.6604
O: 1.1957 -0.0086 -0.8257
C: -0.1932 1.1383 0.5527
H: -1.2925 -1.1275 1.4061
H: -0.5251 -2.1691 0.1581
H: 0.0514 -1.1241 -2.1084
H: -0.1483 0.7088 -2.2947
H: 0.2066 1.9795 -0.0081
H: -0.9637 1.4344 1.2623

For reference, the Mulliken charges in units of e are: O -0.42; C 0.36; C -1.01; C 0.81; C -0.53; O -0.50; C -0.41; H 0.31; H 0.30; H 0.25; H 0.28; H 0.29; H 0.27

# 9
Formula: C5H6O2
Source: OMol25
Level of theory: ωB97M-V with the def2-TZVPD basis set

Computed properties:
Relative energy (zero: lowest compared OMol25 entry of this formula, charge and spin): 2.0640 eV
M: 98.10 g/mol
E_LUMO: 0.00917 hartree
HOMO energy: -0.3657 Eh
Net charge: 0
SMILES string: C=C=C(C=O)CO

CARTESIAN COORDINATES (ANGSTROEM)
C: -0.6559 2.4304 0.3854
C: -0.3290 1.1935 0.1401
C: 0.0754 -0.0480 -0.0133
C: 1.4046 -0.3489 0.5658
O: 1.8363 -1.4751 0.7153
C: -0.7398 -1.1937 -0.6003
O: 0.0545 -2.1160 -1.2987
H: -1.1361 2.6984 1.3237
H: -0.4589 3.2245 -0.3296
H: 1.9927 0.5360 0.8770
H: -1.2997 -1.6784 0.2151
H: -1.4707 -0.7990 -1.3111
H: 0.7265 -2.4236 -0.6695

For reference, the Mulliken charges in units of e are: C -0.85; C 0.08; C 0.57; C -0.07; O -0.55; C -0.44; O -0.54; H 0.25; H 0.25; H 0.38; H 0.23; H 0.35; H 0.35

# 10
Formula: C5H6O2
Source: OMol25
Level of theory: ωB97M-V with the def2-TZVPD basis set

Computed properties:
Relative energy (zero: lowest compared OMol25 entry of this formula, charge and spin): 1.6124 eV
M: 98.10 g/mol
E_LUMO: 0.02991 hartree
HOMO energy: -0.3497 Eh
Net charge: 0
SMILES string: O=C1CC=CCO1

CARTESIAN COORDINATES (ANGSTROEM)
O: -0.2588 1.7939 1.2976
C: 0.0639 0.9412 0.4878
C: -0.8824 0.8071 -0.7768
C: -0.7740 -0.5063 -1.4063
C: 0.0524 -1.5306 -0.8376
C: 0.8555 -1.4256 0.4108
O: 0.9917 0.0148 0.7447
H: -1.9096 0.9871 -0.3976
H: -0.6326 1.6833 -1.2677
H: -1.4332 -0.7202 -2.1848
H: 0.1000 -2.4521 -1.4073
H: 1.8597 -1.7067 0.3466
H: 0.2602 -1.9770 1.3050

For reference, the Mulliken charges in units of e are: O -0.55; C 0.44; C -0.46; C -0.36; C -0.29; C -0.33; O -0.35; H 0.28; H 0.32; H 0.42; H 0.36; H 0.30; H 0.22